C46H35Cl3N8O4Sr as an isolated structure at a distorted geometry, computed with the ωB97M-V functional and the def2-TZVPD basis.

Computed properties:
- E_tot: -106787.807 eV
- HOMO level: 0.505 eV
- Charge: -2

Each line ends with the Mulliken charge.
Positions of all 97 atoms, in Å:
Sr (0.176, 0.590, -0.134)  1.089
C (2.714, -1.835, 1.455)  -1.081
H (3.763, -3.363, -3.085)  0.457
C (4.883, 0.973, 2.732)  -0.725
H (0.497, -3.815, 4.624)  0.311
Cl (-1.635, 7.396, 0.955)  -0.292
N (-0.823, -1.011, 3.194)  0.464
H (2.599, -3.540, -5.285)  0.406
H (3.594, 0.759, -5.168)  0.445
C (1.449, 3.512, -1.146)  -0.893
H (0.444, -2.314, -5.595)  0.481
N (-0.922, -2.136, -0.182)  0.988
C (0.053, 1.381, 3.265)  -1.270
H (1.401, 4.147, -3.693)  0.483
N (1.092, -1.444, -2.421)  1.513
H (-6.600, 1.563, 0.150)  0.383
C (-0.492, 5.010, 0.389)  -0.811
N (2.511, 0.579, 1.342)  2.095
C (-1.296, 5.708, 1.271)  -0.026
H (1.856, 0.290, 4.797)  0.496
H (2.406, 2.927, -5.629)  0.377
C (1.177, -0.484, 4.459)  0.015
H (1.789, -4.052, -0.216)  0.243
C (-0.671, 3.008, 1.754)  -0.804
C (1.354, -1.826, 4.879)  -1.202
C (-4.404, -0.545, 1.681)  0.326
N (-0.376, 1.665, 2.008)  1.800
C (2.254, -2.071, -2.261)  0.136
H (-4.313, 1.514, 1.063)  0.539
C (-1.694, 1.173, -2.018)  0.393
C (2.458, 2.523, -4.625)  -0.565
C (0.470, -1.541, -3.590)  -0.433
C (3.119, 1.323, -4.375)  -0.806
C (-2.788, 1.500, -3.049)  -0.908
C (-3.106, -0.627, 2.210)  -0.421
H (3.695, -0.050, -2.855)  0.617
C (0.194, -0.061, 3.622)  0.408
Cl (-3.304, -0.017, -3.874)  -0.263
H (-2.025, -4.703, -2.850)  0.374
O (-2.065, 1.062, -0.825)  -0.317
N (0.585, 2.924, -0.329)  1.001
H (4.375, 3.067, 2.610)  0.517
H (5.805, 1.122, 3.281)  0.381
H (-2.782, -1.291, -0.367)  0.424
C (1.977, 2.648, -2.280)  0.456
C (2.827, -2.847, -3.262)  -0.781
C (2.926, -1.893, -0.923)  -0.839
C (-2.139, -2.084, -0.725)  -0.403
H (-1.358, -3.083, 3.190)  0.408
H (-1.888, 3.249, 3.495)  0.577
C (2.178, -2.945, -4.483)  -0.811
O (0.376, 2.222, 4.124)  -0.790
H (3.385, -0.898, -0.895)  0.229
H (-7.150, -2.534, 1.246)  0.349
C (3.161, 0.867, -3.074)  -0.333
H (-8.040, -0.446, 0.229)  0.352
C (-1.723, -3.990, -2.091)  -0.679
C (0.409, -2.760, 4.377)  -0.379
C (-0.465, -4.064, -1.516)  -0.946
C (-1.970, -0.686, 2.663)  0.161
C (2.928, 1.808, 1.661)  -0.462
C (-5.242, -1.688, 1.705)  -0.491
C (-0.102, -3.112, -0.574)  0.703
O (1.898, 4.674, -1.144)  -0.786
C (-0.170, 3.666, 0.600)  -0.358
H (3.727, -2.645, -0.817)  0.216
H (-0.470, -1.006, -3.668)  0.008
C (4.099, 2.051, 2.360)  -1.300
H (-3.663, 1.911, -2.558)  0.391
C (-2.586, -2.990, -1.679)  -1.180
C (-6.220, 0.648, 0.593)  -0.613
C (0.979, -2.274, -4.655)  -0.975
C (3.265, -0.457, 1.709)  0.721
N (2.596, 1.491, -2.034)  0.473
N (1.996, -1.970, 0.194)  1.485
H (0.939, -3.427, 1.212)  0.671
C (4.460, -0.302, 2.397)  -1.125
H (0.241, -4.831, -1.813)  0.463
H (-4.856, -2.597, 2.150)  0.410
Cl (-2.868, 5.891, 3.506)  -0.287
H (5.033, -1.174, 2.688)  0.462
C (-1.494, 3.739, 2.617)  -0.569
H (-3.581, -2.896, -2.093)  0.557
H (2.171, -2.120, 5.524)  0.294
C (-0.611, -2.399, 3.562)  -0.768
C (1.902, 3.198, -3.564)  -0.936
H (-2.411, 2.160, -3.823)  0.393
C (-7.036, -0.478, 0.632)  -0.459
H (-0.087, 5.519, -0.472)  0.543
C (-4.933, 0.627, 1.104)  -0.215
H (2.016, -2.044, 2.264)  -0.233
C (1.204, -3.203, 0.176)  -1.507
C (-1.812, 5.062, 2.384)  -0.054
H (2.287, 2.623, 1.350)  0.118
O (-0.529, 1.018, -2.461)  -0.217
C (-6.526, -1.648, 1.195)  -0.498
H (3.535, -2.570, 1.530)  0.205